(1)
This record from the OMol25 dataset describes a structure of composition C34H31BF2HgN8O3SSb in a non-equilibrium geometry. The level of theory is ωB97M-V with the def2-TZVPD basis set.

Last column: Mulliken charge in e.
Geometry (Å):
Hg -0.588 0.197 -1.120  1.073
N 3.454 -0.984 0.608  -0.497
C 2.294 -0.958 -0.123  0.173
O 1.238 -1.300 0.384  -0.317
C 2.472 -0.610 -1.587  -0.431
C 1.174 -0.523 -2.383  -1.657
H 3.290 -0.947 1.604  0.258
H 4.193 -0.376 0.291  0.292
H 3.154 -1.363 -2.004  0.466
H 2.996 0.349 -1.632  0.266
H 0.900 -1.524 -2.719  0.506
H 1.345 0.087 -3.273  0.440
C 1.575 1.495 7.886  -0.416
C 1.306 2.612 7.109  -0.579
C 1.112 2.482 5.739  -0.150
C 1.181 1.237 5.123  -0.068
C 1.480 0.128 5.915  -0.292
C 1.667 0.248 7.283  -0.584
Sb 0.939 0.878 2.962  0.696
C -0.732 -0.430 3.422  -0.075
C -0.998 -1.498 2.569  -0.682
C -2.041 -2.376 2.833  -0.663
C -2.820 -2.207 3.966  -0.407
C -2.557 -1.153 4.832  -0.675
C -1.522 -0.270 4.558  -0.146
C -0.184 2.716 2.726  0.463
C -1.547 2.783 2.992  0.074
C -2.246 3.969 2.816  -0.603
C -1.584 5.107 2.380  -0.491
C -0.224 5.050 2.114  -0.696
C 0.472 3.862 2.288  -0.691
H 1.721 1.595 8.956  0.346
H 1.244 3.591 7.572  0.362
H 0.885 3.361 5.145  0.329
H 1.537 -0.852 5.450  0.304
H 1.884 -0.632 7.879  0.360
H -0.391 -1.647 1.685  0.516
H -2.248 -3.183 2.140  0.483
H -3.631 -2.893 4.181  0.358
H -3.168 -1.013 5.718  0.356
H -1.331 0.550 5.240  0.467
H -2.079 1.901 3.318  0.141
H -3.312 3.998 3.006  0.366
H -2.133 6.028 2.222  0.350
H 0.290 5.935 1.756  0.411
H 1.534 3.829 2.066  0.459
S -3.791 3.163 -2.003  -0.385
C -3.105 3.516 -3.468  0.240
N -2.462 2.473 -4.137  0.026
C -1.971 2.608 -5.381  0.020
C -2.062 3.819 -5.998  -0.636
C -2.640 4.869 -5.261  0.068
N -3.153 4.729 -4.062  -0.533
H -2.408 1.591 -3.643  0.024
H -1.534 1.733 -5.840  0.422
H -1.704 3.968 -7.004  0.359
H -2.705 5.869 -5.676  0.396
F -3.057 0.774 1.135  -0.064
B -2.729 0.300 -0.077  -0.164
F -3.786 -0.354 -0.582  -0.176
N -0.976 -7.020 -4.071  -0.462
C -1.834 -5.917 -4.257  0.293
O -2.659 -5.952 -5.192  -0.779
C -1.664 -4.814 -3.352  0.895
C -0.670 -4.730 -2.331  -1.106
C -0.619 -3.619 -1.525  -0.632
N -1.455 -2.568 -1.617  0.100
C -2.420 -2.654 -2.563  -0.118
C -2.560 -3.710 -3.425  -1.003
H -1.283 -7.847 -4.556  0.248
H -0.665 -7.184 -3.127  0.168
H 0.060 -5.518 -2.189  0.160
H 0.133 -3.544 -0.744  0.473
H -3.114 -1.817 -2.593  0.332
H -3.347 -3.737 -4.167  0.393
O 2.196 1.789 0.580  -0.410
N 1.707 2.238 -0.489  0.308
C 2.325 3.275 -1.038  0.474
C 3.488 3.881 -0.484  0.235
N 4.435 4.326 0.000  -0.658
C 1.853 3.798 -2.270  -0.046
N 1.543 4.251 -3.285  -0.655

Forces on the atoms, in the same order (eV/Å):
Hg -0.713 -1.013 -0.231
N 0.014 0.000 0.134
C 0.211 -0.318 -0.086
O 0.071 0.131 -0.127
C -0.328 0.319 0.000
C -0.593 0.361 0.553
H 0.017 0.017 -0.002
H -0.028 0.046 -0.027
H 0.029 0.013 0.035
H 0.106 -0.038 0.079
H -0.300 0.090 0.079
H -0.063 0.068 0.059
C 0.047 0.012 0.050
C 0.013 0.034 0.054
C -0.063 0.015 -0.065
C 0.140 -0.052 -0.296
C -0.015 0.002 -0.001
C 0.019 -0.044 0.003
Sb -0.272 0.022 0.864
C 0.103 0.139 -0.094
C 0.041 0.007 -0.130
C -0.087 -0.059 0.013
C -0.003 -0.025 0.056
C -0.035 0.027 0.004
C -0.081 -0.024 0.040
C 0.114 -0.330 -0.085
C -0.041 0.029 -0.001
C 0.011 0.028 0.049
C -0.032 -0.021 -0.060
C 0.013 0.124 0.049
C 0.098 0.001 -0.033
H -0.006 0.009 -0.002
H -0.016 -0.003 -0.004
H -0.007 0.010 0.014
H 0.016 -0.027 0.058
H -0.009 0.010 0.011
H -0.058 -0.008 0.015
H 0.024 0.003 -0.009
H -0.016 0.006 -0.036
H 0.019 0.001 -0.006
H -0.009 -0.003 0.031
H -0.058 -0.049 -0.045
H -0.006 -0.010 -0.007
H 0.007 0.007 0.001
H 0.040 -0.031 -0.001
H -0.007 -0.017 -0.058
S -0.040 0.190 0.009
C -0.238 -1.004 0.814
N 0.149 0.421 -0.482
C -0.131 0.120 0.186
C 0.128 -0.025 -0.331
C -0.316 -0.250 0.607
N 0.293 0.579 -0.704
H -0.006 0.022 0.076
H 0.047 -0.044 0.073
H 0.092 -0.033 0.029
H 0.061 0.007 -0.111
F 0.486 0.318 -0.010
B 0.843 -0.202 -0.206
F 0.338 0.039 -0.490
N 0.320 -0.080 -0.073
C 0.022 0.465 0.384
O -0.033 -0.143 -0.099
C -0.197 -0.536 -0.470
C 0.054 0.082 0.141
C -0.012 -0.184 -0.089
N -0.052 0.332 0.372
C 0.026 -0.279 -0.187
C -0.046 0.286 0.041
H -0.143 0.031 0.025
H -0.059 -0.050 0.005
H 0.064 0.051 0.036
H 0.058 0.014 -0.040
H -0.010 -0.007 -0.045
H -0.025 0.057 0.012
O 0.012 0.160 -0.370
N -0.047 -0.013 0.258
C 0.086 0.332 -0.265
C 0.223 -0.182 0.402
N -0.021 0.087 -0.082
C -0.141 0.002 -0.274
N -0.092 -0.021 0.010

Properties
**E_LUMO (alpha / beta)**: 3.60 / 3.60 eV
**Net charge**: -2
**Spin multiplicity**: 2
**HOMO (alpha / beta)**: 0.324 / -3.395 eV

=====

(2)
This record from the OMol25 dataset describes a structure of composition C34H31GeIrN2O5 in a non-equilibrium geometry. The level of theory is ωB97M-V with the def2-TZVPD basis set.

Last column: Mulliken charge in e.
Geometry (Å):
Ir -0.318 -0.524 -1.639  0.943
O 3.218 3.300 -6.143  -0.503
C 3.915 2.294 -5.454  -0.576
C 2.935 1.549 -4.600  0.271
C 3.348 0.588 -3.681  -0.865
C 2.422 -0.076 -2.909  -0.496
N 1.098 0.171 -3.009  -0.281
C 0.735 1.053 -3.943  0.477
C 1.568 1.773 -4.749  -0.193
C -1.604 2.005 -3.928  0.543
C -1.934 3.186 -4.510  -0.871
C -3.133 3.750 -4.051  0.906
C -3.675 5.025 -4.646  -0.902
O -4.881 4.637 -5.261  -0.508
C -3.897 3.087 -3.082  -0.916
C -3.498 1.887 -2.548  0.103
N -2.334 1.374 -2.994  0.434
H 3.799 3.721 -6.788  0.328
H 4.704 2.701 -4.811  0.384
H 4.385 1.575 -6.136  0.371
H 4.396 0.349 -3.561  0.501
H 2.710 -0.816 -2.178  0.677
H 1.202 2.457 -5.500  0.545
H -1.335 3.644 -5.285  0.447
H -2.956 5.455 -5.348  0.373
H -3.841 5.747 -3.838  0.359
H -5.289 5.395 -5.698  0.343
H -4.836 3.517 -2.760  0.488
H -4.051 1.335 -1.805  0.484
O 0.530 0.803 -0.164  -0.703
C 1.423 -0.025 0.193  0.954
O 1.440 -1.143 -0.405  -0.716
C 2.357 0.257 1.333  -0.615
C 1.609 0.375 2.669  -1.102
Ge 0.472 -1.179 3.058  0.957
C -0.169 -1.270 4.926  0.426
C 0.847 -1.288 5.950  -0.260
C 0.520 -1.282 7.275  -0.780
C -0.831 -1.365 7.622  -0.301
C -1.850 -1.422 6.618  -0.638
C -1.521 -1.418 5.296  -0.163
C -1.032 -1.079 1.801  0.275
C -2.014 -0.108 1.914  0.013
C -3.022 0.053 0.949  -1.058
C -3.012 -0.740 -0.169  -0.462
C -1.984 -1.700 -0.365  -1.055
C -1.038 -1.889 0.656  -1.027
C 1.361 -2.891 3.024  0.557
C 2.751 -3.011 3.064  -0.329
C 3.338 -4.266 3.082  -0.851
C 2.542 -5.408 3.082  -0.474
C 1.157 -5.300 3.069  -0.799
C 0.567 -4.046 3.053  -0.248
H 2.886 1.191 1.137  0.512
H 3.083 -0.555 1.352  0.211
H 0.953 1.247 2.644  0.517
H 2.340 0.534 3.462  0.421
H 1.890 -1.305 5.655  0.394
H 1.290 -1.263 8.033  0.462
H -1.128 -1.419 8.662  0.443
H -2.886 -1.456 6.927  0.455
H -2.303 -1.466 4.550  0.418
H -2.030 0.550 2.777  0.565
H -3.809 0.778 1.107  0.478
H -3.813 -0.694 -0.899  0.995
H -2.098 -2.454 -1.137  0.773
H -0.312 -2.688 0.557  0.462
H 3.386 -2.132 3.082  0.378
H 4.416 -4.357 3.100  0.444
H 3.006 -6.385 3.103  0.434
H 0.542 -6.190 3.081  0.457
H -0.516 -3.972 3.055  0.395
O -0.648 1.033 -4.137  -0.265
C -1.544 0.186 -2.783  -0.415

Forces on the atoms, in the same order (eV/Å):
Ir -0.554 1.838 -0.810
O 0.014 -0.002 -0.030
C 0.001 0.000 -0.009
C 0.029 0.030 -0.027
C -0.014 -0.017 -0.028
C -0.014 -0.003 0.087
N 0.088 0.116 0.334
C -0.403 -0.058 0.017
C 0.068 -0.073 -0.010
C 0.155 -0.259 0.275
C -0.047 0.076 0.053
C 0.049 -0.018 -0.050
C -0.018 0.016 0.005
O -0.008 0.019 -0.013
C -0.054 -0.002 0.002
C -0.004 -0.072 0.038
N 0.247 0.300 -0.300
H -0.013 -0.001 0.019
H -0.004 0.010 0.003
H 0.009 -0.004 0.009
H -0.002 -0.010 0.003
H 0.009 0.011 -0.006
H -0.023 -0.011 0.009
H 0.008 -0.014 0.000
H -0.013 -0.026 -0.028
H 0.045 0.018 -0.001
H -0.008 -0.013 0.034
H 0.000 0.001 -0.011
H 0.014 -0.020 -0.011
O -0.187 -0.338 -0.403
C 0.180 -0.528 0.197
O -0.031 0.041 0.199
C 0.074 -0.015 -0.137
C -0.056 -0.019 0.101
Ge -0.044 0.073 -0.154
C 0.198 0.066 0.049
C -0.017 -0.016 -0.370
C -0.044 -0.032 0.172
C -0.183 -0.005 -0.070
C 0.000 0.032 0.402
C 0.060 -0.017 -0.198
C 0.085 -0.045 -0.069
C -0.162 0.085 -0.025
C 0.128 0.020 0.201
C 0.138 -0.133 -0.222
C 0.014 0.069 -0.002
C 0.091 -0.033 0.015
C -0.136 -0.091 0.024
C 0.037 -0.010 0.049
C 0.015 0.013 -0.002
C 0.003 0.004 0.002
C -0.003 0.031 -0.002
C 0.046 -0.054 -0.024
H -0.019 0.004 -0.033
H 0.013 0.044 0.022
H 0.033 0.018 0.064
H -0.040 0.003 0.041
H -0.005 0.031 -0.013
H -0.048 0.006 0.052
H 0.039 0.006 0.009
H 0.008 -0.018 0.024
H 0.055 -0.008 -0.050
H -0.013 -0.004 0.001
H 0.009 0.006 0.014
H 0.012 0.016 0.004
H -0.040 -0.027 0.038
H -0.016 0.012 -0.030
H -0.004 0.006 -0.016
H -0.002 -0.011 -0.003
H 0.001 0.000 0.001
H 0.004 -0.003 -0.001
H 0.001 0.009 -0.001
O 0.373 0.429 -0.855
C -0.127 -1.447 1.446

Properties
**E_LUMO (alpha / beta)**: -9.27 / -11.20 eV
**Net charge**: +3
**Spin multiplicity**: 2
**HOMO (alpha / beta)**: -16.108 / -15.942 eV
**Relative energy (zero: lowest compared OMol25 entry of this formula, charge and spin)**: 158.1 kcal per mole

=====

(3)
This record from the OMol25 dataset describes a structure of composition C34H31N5O15SSn. The level of theory is ωB97M-V with the def2-TZVPD basis set.

Last column: Mulliken charge in e.
Geometry (Å):
Sn -1.748 0.981 -0.533  1.710
O -2.174 3.106 -4.708  -0.475
C -2.114 2.802 -3.417  0.565
O -2.302 1.683 -2.996  -0.604
C -1.837 4.025 -2.579  -0.537
O -1.696 3.673 -1.231  -0.247
C -2.456 4.426 -0.290  -0.294
C -3.154 3.470 0.685  0.471
O -3.325 3.849 1.851  -0.807
O -3.486 2.347 0.198  -0.782
H -2.314 2.287 -5.208  0.394
H -2.675 4.709 -2.737  0.446
H -0.930 4.498 -2.965  0.268
H -3.232 5.001 -0.802  0.390
H -1.814 5.107 0.267  0.303
O -1.586 0.402 6.849  -0.517
C -0.970 -0.051 5.726  0.412
O -0.069 -0.825 5.817  -0.475
C -1.505 0.472 4.443  1.541
C -2.596 1.302 4.267  -0.905
N -2.750 1.505 2.952  -0.108
N -1.806 0.898 2.245  0.314
C -1.047 0.251 3.118  -0.615
C 0.160 -0.452 2.615  0.104
O 0.948 -1.126 3.173  -0.516
O 0.254 -0.148 1.232  0.712
H -2.265 1.055 6.651  0.321
H -3.288 1.742 4.967  0.345
H -3.333 2.232 2.489  0.251
O 1.491 -0.657 0.741  -0.720
C 1.832 0.095 -0.305  -0.608
N 3.060 -0.082 -0.785  0.070
C 3.274 0.882 -1.870  3.617
C 1.846 1.506 -1.918  -0.736
O 1.487 2.319 -2.728  -0.683
N 1.061 0.955 -0.911  0.250
C 3.565 0.203 -3.201  -0.709
C 4.311 0.853 -4.175  -0.360
C 4.515 0.255 -5.410  -0.893
C 3.974 -0.993 -5.681  -0.439
C 3.218 -1.640 -4.714  -0.858
C 3.012 -1.043 -3.480  -0.150
C 4.339 1.890 -1.457  -0.720
C 5.598 1.403 -1.113  -0.077
C 6.604 2.268 -0.718  -1.004
C 6.365 3.635 -0.672  -0.356
C 5.118 4.125 -1.021  -0.963
C 4.104 3.257 -1.412  0.003
H 3.769 -0.645 -0.347  0.301
H 4.733 1.829 -3.972  0.477
H 5.099 0.769 -6.163  0.400
H 4.142 -1.461 -6.642  0.408
H 2.784 -2.609 -4.921  0.429
H 2.415 -1.554 -2.734  0.365
H 5.805 0.340 -1.173  0.376
H 7.576 1.875 -0.450  0.393
H 7.151 4.314 -0.370  0.404
H 4.924 5.189 -0.989  0.430
H 3.139 3.653 -1.695  0.500
C -4.971 -1.675 4.275  -1.617
C -4.018 -2.555 3.511  1.016
C -2.861 -3.051 4.100  -0.509
C -1.987 -3.865 3.389  -0.376
C -2.299 -4.212 2.086  0.132
C -3.456 -3.737 1.478  -0.601
C -4.296 -2.900 2.188  -0.839
S -1.240 -5.334 1.207  1.434
O -1.985 -6.529 0.953  -0.737
O 0.012 -5.369 1.907  -0.723
N -0.959 -4.643 -0.249  -0.406
C -0.201 -3.387 -0.253  -0.203
C -0.439 -2.695 -1.594  0.110
C -1.882 -2.197 -1.647  0.095
O -2.793 -2.993 -1.803  -0.719
O -2.026 -0.919 -1.464  -0.348
H -4.615 -1.492 5.289  0.341
H -5.954 -2.143 4.344  0.456
H -5.103 -0.716 3.773  0.279
H -2.640 -2.810 5.134  0.317
H -1.076 -4.240 3.837  0.505
H -3.701 -4.010 0.460  0.393
H -5.191 -2.515 1.713  0.429
H -1.823 -4.554 -0.785  0.396
H 0.853 -3.614 -0.104  0.418
H -0.516 -2.725 0.565  0.004
H -0.277 -3.418 -2.395  0.465
H 0.244 -1.854 -1.713  -0.522

Forces on the atoms, in the same order (eV/Å):
Sn 0.132 0.040 -0.486
O 0.109 0.035 -0.106
C -0.138 -0.129 0.135
O 0.180 0.037 0.096
C 0.084 -0.034 0.049
O -0.058 0.256 -0.072
C -0.021 -0.051 0.040
C 0.123 0.370 -0.256
O -0.204 -0.078 -0.210
O -0.299 -0.243 0.228
H -0.060 -0.023 0.013
H 0.018 0.057 -0.018
H 0.018 0.010 0.006
H -0.019 0.057 0.046
H 0.048 -0.004 -0.055
O 0.007 -0.012 0.010
C -0.031 0.004 -0.021
O -0.003 -0.039 -0.002
C 0.050 -0.094 -0.038
C -0.131 -0.115 -0.193
N 0.068 -0.039 0.201
N -0.128 -0.034 0.253
C 0.147 0.027 0.120
C -0.044 -0.119 -0.076
O 0.038 0.044 0.031
O 0.050 -0.139 0.118
H 0.004 0.013 -0.013
H 0.017 0.040 -0.006
H 0.092 -0.053 0.142
O -0.108 0.052 0.127
C -0.057 0.097 -0.160
N 0.014 -0.135 -0.038
C 0.023 0.025 -0.012
C 0.029 -0.018 -0.140
O -0.077 0.007 0.054
N 0.130 0.004 0.099
C -0.016 -0.039 0.052
C -0.014 0.005 -0.012
C -0.007 0.004 0.003
C 0.004 0.007 0.000
C -0.007 0.000 -0.001
C 0.014 0.005 -0.004
C -0.010 -0.011 -0.011
C 0.021 0.008 -0.017
C 0.003 -0.022 0.007
C -0.004 0.011 -0.015
C 0.013 -0.009 0.005
C -0.016 -0.006 0.018
H 0.009 0.055 0.055
H 0.002 -0.004 0.002
H 0.007 -0.005 0.003
H -0.009 0.005 -0.002
H 0.010 -0.005 0.008
H 0.015 -0.001 -0.008
H -0.002 0.003 -0.010
H 0.001 0.003 -0.009
H -0.004 -0.001 0.012
H 0.001 0.000 -0.004
H 0.005 0.001 -0.004
C 0.026 -0.041 0.006
C 0.004 0.010 -0.007
C 0.011 0.039 0.029
C -0.004 -0.004 -0.031
C 0.035 0.005 0.002
C 0.016 0.004 0.009
C -0.009 0.010 -0.006
S 0.049 -0.051 -0.028
O -0.039 0.022 -0.013
O 0.007 -0.002 -0.004
N -0.084 0.153 0.133
C -0.048 -0.066 -0.038
C -0.036 0.004 0.063
C 0.162 0.032 -0.004
O -0.011 -0.005 0.067
O -0.244 0.011 0.022
H 0.017 0.009 0.009
H 0.000 0.016 0.006
H -0.006 0.028 -0.010
H 0.046 0.043 -0.001
H -0.013 0.024 0.010
H 0.010 0.029 -0.020
H -0.003 -0.010 -0.006
H 0.038 -0.094 -0.075
H 0.008 -0.012 -0.011
H 0.007 -0.005 0.007
H 0.032 0.041 -0.038
H 0.008 -0.011 -0.006

Properties
**E_LUMO**: -0.19 eV
**Net charge**: 0
**HOMO**: -8.830 eV
**Relative energy (zero: lowest compared OMol25 entry of this formula, charge and spin)**: 20.1 kcal per mole